Entry 1:
Molecular formula: C27H62Ca2N3O9P
Method: DFT, ωB97M-V with the def2-TZVPD basis set

Each line ends with the Löwdin charge.
Cartesian coordinates (Å):
Ca  -1.70  3.01  -2.24  1.544
Ca  -3.01  -0.39  -2.85  1.481
P  -4.19  1.97  -3.45  -0.077
O  -2.97  2.61  -4.08  -0.316
O  -5.11  3.15  -3.42  -0.063
O  -3.51  1.64  -2.11  -0.601
O  -4.50  0.59  -4.01  -0.428
O  0.90  -0.32  -1.13  0.151
C  -0.14  -0.26  -1.95  -0.804
O  -0.71  0.84  -2.24  -0.206
O  -0.81  -1.26  -2.17  -0.060
H  1.01  0.61  -0.92  0.092
C  0.99  -4.19  -0.65  -0.202
C  2.32  -3.85  -0.18  -0.182
C  3.19  -4.99  -0.82  -0.153
O  2.26  -6.08  -1.05  -0.170
C  1.05  -5.47  -1.52  -0.164
H  0.62  -3.36  -1.25  0.091
H  0.41  -4.31  0.26  0.113
H  2.30  -3.96  0.91  0.101
H  2.65  -2.81  -0.21  0.097
H  4.04  -5.30  -0.22  0.116
H  3.59  -4.77  -1.81  0.112
H  0.23  -6.16  -1.34  0.119
H  1.31  -5.33  -2.57  0.118
C  5.09  1.86  -2.92  -0.164
C  3.81  1.85  -3.73  -0.169
C  3.42  0.37  -3.94  -0.170
O  4.54  -0.31  -3.36  -0.133
C  5.17  0.49  -2.38  -0.227
H  5.02  2.73  -2.26  0.119
H  5.90  1.82  -3.65  0.125
H  3.93  2.45  -4.63  0.109
H  2.91  2.25  -3.26  0.083
H  3.31  0.05  -4.98  0.121
H  2.48  0.16  -3.44  0.091
H  6.20  0.17  -2.21  0.129
H  4.61  0.33  -1.45  0.111
C  -1.23  1.99  2.41  -0.033
C  -1.29  1.99  0.82  -0.188
N  -1.51  3.29  0.07  -0.330
C  -0.42  4.24  0.24  -0.241
C  0.94  3.67  -0.34  -0.051
C  -2.67  4.07  0.45  -0.267
C  -3.96  3.23  0.69  -0.039
H  -1.34  0.96  2.76  0.079
H  -2.07  2.60  2.75  0.062
H  -0.37  2.55  2.78  0.066
H  -0.34  1.56  0.51  0.082
H  -2.04  1.26  0.53  0.084
H  -0.68  5.17  -0.27  0.123
H  -0.19  4.45  1.29  0.125
H  0.80  3.46  -1.40  0.044
H  1.71  4.44  -0.37  0.084
H  1.43  2.90  0.26  0.077
H  -2.83  4.91  -0.21  0.119
H  -2.46  4.63  1.36  0.121
H  -4.74  3.92  1.01  0.091
H  -3.72  2.55  1.51  0.062
H  -4.31  2.65  -0.17  0.051
C  -3.20  -1.19  0.72  -0.058
C  -4.42  -0.92  -0.19  -0.238
N  -4.46  -1.64  -1.45  -0.307
C  -5.78  -1.33  -2.03  -0.289
C  -6.99  -1.89  -1.40  -0.078
C  -4.19  -3.08  -1.36  -0.207
C  -3.73  -3.52  -2.75  -0.054
H  -3.02  -0.62  1.63  0.071
H  -2.26  -1.25  0.16  0.071
H  -3.42  -2.16  1.16  0.076
H  -5.29  -1.17  0.41  0.120
H  -4.36  0.12  -0.52  0.087
H  -5.92  -0.31  -2.40  0.106
H  -5.82  -1.82  -3.00  0.111
H  -7.13  -2.01  -0.32  0.085
H  -7.83  -1.36  -1.85  0.093
H  -7.15  -2.85  -1.89  0.080
H  -5.02  -3.72  -1.05  0.128
H  -3.43  -3.17  -0.58  0.107
H  -4.55  -3.49  -3.48  0.081
H  -3.41  -4.54  -2.57  0.091
H  -2.94  -2.93  -3.21  0.050
C  5.73  1.64  4.32  -0.065
C  4.32  1.56  3.68  -0.259
N  3.57  0.42  4.13  -0.215
C  3.11  0.66  5.50  -0.263
C  3.03  -0.68  6.26  -0.077
C  2.45  0.11  3.29  -0.273
C  2.88  -0.81  2.10  -0.067
H  5.68  1.91  5.37  0.059
H  6.34  2.38  3.80  0.069
H  6.24  0.67  4.32  0.079
H  3.64  2.36  3.96  0.109
H  4.41  1.52  2.60  0.106
H  2.22  1.27  5.54  0.113
H  3.89  1.14  6.09  0.099
H  4.08  -0.96  6.37  0.076
H  2.60  -1.53  5.74  0.063
H  2.46  -0.54  7.18  0.073
H  1.62  -0.38  3.79  0.112
H  1.92  1.00  2.94  0.089
H  3.67  -0.43  1.45  0.063
H  3.16  -1.77  2.53  0.076
H  1.95  -0.93  1.55  0.050

Output
- Spin multiplicity: 2
- Orbital gap (alpha / beta): 0.2582 / 0.1648 Ha
- Net charge: +1
- HOMO energy (alpha / beta): -10.4 / -10.4 eV

---

Entry 2:
Molecular formula: C4H12N2O
Method: DFT, ωB97M-V with the def2-TZVPD basis set

Each line ends with the Löwdin charge.
Cartesian coordinates (Å):
C  -0.15  -3.16  0.28  -0.076
C  0.23  -1.85  -0.40  -0.211
C  0.65  -0.78  0.62  -0.145
N  0.60  0.57  0.06  0.204
C  -0.66  1.18  -0.28  -0.207
N  -1.29  1.76  0.64  0.194
H  0.02  -3.96  -0.46  0.092
H  0.44  -3.44  1.15  0.089
H  -1.20  -3.24  0.34  0.071
H  -0.66  -1.45  -0.89  0.109
H  1.02  -1.90  -1.13  0.120
H  -0.02  -0.67  1.49  0.173
H  1.60  -0.99  1.09  0.146
H  1.16  1.18  0.66  0.176
H  -0.93  1.31  -1.34  0.156
H  -2.28  1.82  0.36  0.109
H  1.26  4.42  -0.84  0.033
H  -0.13  4.57  -0.26  0.024
O  0.35  4.65  -1.09  -0.057

Output
- Spin multiplicity: 2
- Relative energy (zero: lowest compared OMol25 entry of this formula, charge and spin): 53.15 kcal per mole
- Orbital gap (alpha / beta): 0.3835 / 0.2304 Ha
- Net charge: +1
- HOMO energy (alpha / beta): -14.8 / -14.8 eV

---

Entry 3:
Molecular formula: C2H3OP
Method: DFT, ωB97M-V with the def2-TZVPD basis set

Each line ends with the Löwdin charge.
Cartesian coordinates (Å):
C  1.42  -0.07  -0.92  -0.551
C  -1.13  0.04  0.59  -0.173
O  -1.71  -0.27  -0.41  -0.023
P  2.75  -0.28  -0.13  0.690
H  0.45  0.30  -1.24  -0.063
H  -1.75  -0.06  1.57  0.106
H  -0.04  0.35  0.53  0.016

Output
- Relative energy (zero: lowest compared OMol25 entry of this formula, charge and spin): 51.49 kcal per mole
- Orbital gap: 0.3671 Ha
- HOMO energy: -9.8 eV

---

Entry 4:
Molecular formula: C6H10
Method: DFT, ωB97M-V with the def2-TZVPD basis set

Each line ends with the Löwdin charge.
Cartesian coordinates (Å):
C  -1.19  0.87  -0.70  -0.044
C  -0.20  0.39  0.33  -0.274
C  -0.52  0.71  1.76  -0.079
C  0.67  -1.45  -1.18  -0.064
C  0.83  -0.47  -0.05  -0.434
C  1.93  -0.04  0.66  0.126
H  -1.42  1.93  -0.55  0.089
H  -2.13  0.32  -0.59  0.097
H  -0.84  0.73  -1.73  0.079
H  0.08  0.07  2.41  0.072
H  -0.36  1.75  2.03  0.087
H  -1.59  0.49  1.90  0.087
H  -0.36  -1.81  -1.20  0.078
H  0.92  -1.04  -2.17  0.080
H  1.33  -2.30  -0.98  0.079
H  2.85  -0.17  0.05  0.021

Output
- Relative energy (zero: lowest compared OMol25 entry of this formula, charge and spin): 86.12 kcal per mole
- Orbital gap: 0.2998 Ha
- HOMO energy: -7.9 eV

---

Entry 5:
Molecular formula: C4H12N2O2
Method: DFT, ωB97M-V with the def2-TZVPD basis set

Each line ends with the Löwdin charge.
Cartesian coordinates (Å):
C  -0.07  0.06  1.39  -0.368
N  0.09  -1.01  0.60  -0.130
C  -1.13  -1.69  0.21  -0.038
C  1.28  -1.13  -0.25  -0.153
C  1.27  -0.29  -1.53  -0.268
N  1.56  1.13  -1.34  0.008
O  -1.09  0.27  2.02  0.010
H  0.80  0.74  1.46  0.138
H  -1.01  -2.49  -0.52  0.092
H  -1.83  -0.97  -0.21  0.089
H  -1.56  -2.12  1.11  0.089
H  2.11  -0.81  0.35  0.121
H  1.30  -2.14  -0.64  0.116
H  2.15  -0.68  -2.03  0.100
H  0.40  -0.44  -2.16  0.109
H  1.16  1.70  -2.07  0.063
H  1.24  1.44  -0.44  0.027
H  -1.70  1.78  0.27  0.019
H  -2.05  1.81  -1.21  0.036
O  -1.48  2.24  -0.56  -0.060

Output
- Relative energy (zero: lowest compared OMol25 entry of this formula, charge and spin): 37.87 kcal per mole
- Orbital gap: 0.3664 Ha
- HOMO energy: -9.3 eV

---

Entry 6:
Molecular formula: C3H4F8KNO7PS2
Method: DFT, ωB97M-V with the def2-TZVPD basis set

Each line ends with the Löwdin charge.
Cartesian coordinates (Å):
K  -1.18  -1.68  -0.15  0.904
N  1.50  -1.85  0.64  -0.369
S  1.88  -2.22  2.11  0.475
O  1.31  -1.41  3.15  -0.292
O  3.18  -2.78  2.35  -0.280
F  0.89  -3.53  2.15  -0.243
S  2.46  -0.55  0.24  0.534
O  2.96  -0.61  -1.09  -0.251
O  3.33  -0.09  1.28  -0.282
F  1.27  0.53  0.12  -0.215
P  -0.36  -2.18  -4.32  0.144
F  -0.48  -2.57  -2.73  -0.247
F  1.01  -1.37  -3.94  -0.178
F  0.50  -3.54  -4.60  -0.169
F  -0.19  -1.71  -5.85  -0.164
F  -1.69  -3.01  -4.66  -0.162
F  -1.28  -0.87  -4.00  -0.192
C  -1.03  3.44  2.67  -0.089
C  -1.82  3.72  1.39  -0.090
O  -2.06  2.41  0.87  0.083
C  -1.73  1.48  1.73  -0.589
O  -1.81  0.31  1.55  0.071
O  -1.17  2.02  2.85  0.076
H  -1.58  3.88  3.49  0.128
H  0.02  3.70  2.66  0.134
H  -1.17  4.21  0.66  0.132
H  -2.77  4.26  1.42  0.130

Output
- Relative energy (zero: lowest compared OMol25 entry of this formula, charge and spin): 0.00 kcal per mole
- Orbital gap: 0.3354 Ha
- Net charge: -1
- HOMO energy: -7.4 eV

---

Entry 7:
Molecular formula: C4H6NO2S
Method: DFT, ωB97M-V with the def2-TZVPD basis set

Each line ends with the Löwdin charge.
Cartesian coordinates (Å):
O  1.24  -1.81  1.05  -0.051
C  0.24  -1.58  0.39  -0.342
N  1.67  1.47  0.55  -0.017
C  2.09  1.15  -0.65  -0.655
O  1.96  0.05  -1.21  -0.173
C  -0.60  -0.39  0.62  -0.151
C  -1.70  -0.44  -0.19  -0.055
S  -4.82  0.03  -0.20  -0.683
H  1.90  2.44  0.75  -0.040
H  2.75  1.91  -1.18  0.063
H  0.03  -2.32  -0.40  0.105
H  -0.40  0.24  1.47  0.081
H  -2.71  -0.25  0.27  -0.146
H  -1.66  -0.50  -1.27  0.063

Output
- Spin multiplicity: 2
- Relative energy (zero: lowest compared OMol25 entry of this formula, charge and spin): 8.97 kcal per mole
- Orbital gap (alpha / beta): 0.2595 / 0.2276 Ha
- Net charge: -2
- HOMO energy (alpha / beta): -0.8 / -0.4 eV

---

Entry 8:
Molecular formula: C4H14NO3
Method: DFT, ωB97M-V with the def2-TZVPD basis set

Each line ends with the Löwdin charge.
Cartesian coordinates (Å):
C  -0.47  0.02  -1.91  -0.098
C  0.25  0.79  -0.72  -0.443
C  -0.86  1.90  -0.20  -0.051
N  0.91  -0.11  0.12  -0.080
C  -0.03  -1.03  0.97  -0.442
O  0.21  -0.70  2.24  -0.299
H  -1.28  -0.76  -1.82  0.079
H  -0.57  0.50  -2.86  0.038
H  0.26  -0.75  -2.39  0.075
H  1.00  1.46  -1.18  0.121
H  -1.73  1.43  0.22  0.053
H  -0.23  2.22  0.58  0.028
H  -0.99  2.61  -1.09  0.082
H  1.52  0.27  0.89  0.141
H  -1.03  -1.07  0.71  0.065
H  0.28  -2.13  0.63  0.109
H  1.76  -1.18  -0.84  0.050
H  3.25  -1.97  -1.05  -0.035
O  2.50  -1.64  -1.51  -0.195
H  -1.66  0.81  2.98  -0.050
H  -1.10  -0.60  3.11  0.028
O  -1.99  -0.04  3.12  -0.174

Output
- Relative energy (zero: lowest compared OMol25 entry of this formula, charge and spin): 58.96 kcal per mole
- Orbital gap: 0.2767 Ha
- Net charge: -1
- HOMO energy: -3.7 eV

---

Entry 9:
Molecular formula: C29H46P2Ti
Method: DFT, ωB97M-V with the def2-TZVPD basis set

Each line ends with the Löwdin charge.
Cartesian coordinates (Å):
Ti  -0.07  -0.12  1.79  1.154
C  -1.95  -1.08  3.29  -0.218
C  -1.57  -2.17  2.46  -0.217
C  0.30  -1.49  3.66  -0.256
C  -0.81  -0.67  4.05  -0.231
C  -0.17  -2.40  2.64  -0.255
C  -3.35  -0.64  3.56  -0.009
H  -3.97  -0.72  2.66  0.086
H  -3.37  0.40  3.90  0.096
H  -3.82  -1.26  4.34  0.127
C  -0.90  0.21  5.24  0.006
H  -1.94  0.46  5.47  0.095
H  -0.37  1.16  5.07  0.085
H  -0.46  -0.27  6.12  0.115
C  1.57  -1.71  4.42  0.008
H  1.37  -1.98  5.46  0.119
H  2.21  -0.82  4.42  0.068
H  2.16  -2.51  3.96  0.092
C  0.58  -3.61  2.21  -0.008
H  0.52  -4.40  2.98  0.127
H  1.64  -3.38  2.05  0.099
H  0.18  -4.02  1.28  0.084
C  -2.49  -3.09  1.75  0.003
H  -2.73  -3.97  2.38  0.128
H  -2.05  -3.46  0.81  0.092
H  -3.45  -2.61  1.51  0.087
C  -0.90  1.70  0.61  -0.124
C  -1.96  0.82  0.85  -0.147
C  -2.50  -0.14  -0.17  -0.140
C  -1.47  -0.98  -0.97  -0.154
C  -0.17  -1.30  -0.30  -0.102
C  0.95  -0.45  -0.21  -0.141
C  1.07  0.91  -0.87  -0.157
C  -0.18  1.81  -0.72  -0.171
H  -3.11  0.42  -0.90  0.153
H  -1.29  -0.49  -1.94  0.053
H  -3.21  -0.83  0.35  0.103
H  -0.88  1.61  -1.54  0.065
H  -0.81  2.58  1.26  0.135
H  -2.70  1.15  1.59  0.132
H  0.15  2.86  -0.85  0.143
H  1.95  1.42  -0.44  0.113
H  1.91  -0.92  0.04  0.148
H  1.27  0.80  -1.95  0.111
H  -1.98  -1.93  -1.20  0.133
H  0.03  -2.37  -0.26  0.123
P  -0.68  0.93  -4.13  0.813
C  -0.78  2.75  -4.41  -0.306
C  -1.91  0.52  -5.44  -0.293
P  1.61  -0.89  -4.89  0.772
C  0.77  0.72  -5.26  -0.616
C  1.05  -1.77  -6.41  -0.320
C  3.22  -0.45  -5.69  -0.326
H  0.09  3.25  -3.97  0.035
H  -1.69  3.15  -3.95  0.039
H  -0.80  2.96  -5.50  0.052
H  -1.75  1.16  -6.32  0.049
H  -2.92  0.71  -5.06  0.037
H  -1.85  -0.53  -5.75  0.032
H  3.06  -0.12  -6.72  0.047
H  3.85  -1.34  -5.68  0.039
H  3.71  0.35  -5.13  0.031
H  1.48  1.55  -5.13  0.051
H  0.41  0.71  -6.31  0.054
H  1.61  -2.71  -6.48  0.042
H  1.26  -1.17  -7.30  0.046
H  -0.02  -2.01  -6.38  0.022
C  3.26  3.50  3.64  -0.042
C  2.81  2.48  4.49  -0.042
C  1.88  1.53  4.04  -0.144
C  1.41  1.51  2.71  -0.111
C  1.81  2.58  1.92  -0.142
C  2.73  3.55  2.35  -0.054
H  3.99  4.24  3.98  0.124
H  3.18  2.44  5.52  0.122
H  1.53  0.82  4.77  0.056
H  1.38  2.72  0.93  0.060
H  3.04  4.35  1.67  0.122

Output
- Orbital gap (alpha / beta): 0.1772 / 0.1772 Ha
- Net charge: +2
- HOMO energy (alpha / beta): -13.2 / -13.2 eV

---

Entry 10:
Molecular formula: C13H19IN2O
Method: DFT, ωB97M-V with the def2-TZVPD basis set

Each line ends with the Löwdin charge.
Cartesian coordinates (Å):
C  -0.35  -2.71  0.04  -0.087
H  0.04  -2.50  1.03  0.067
H  0.32  -2.27  -0.69  0.026
H  -0.36  -3.79  -0.11  0.073
C  -1.76  -2.14  -0.12  -0.241
N  -1.77  -0.71  0.16  -0.203
C  -2.18  0.13  -0.94  -0.199
C  -1.03  0.29  -1.94  -0.151
N  0.13  0.85  -1.28  0.075
C  1.36  0.31  -1.38  -0.503
O  1.62  -0.60  -2.14  -0.013
C  2.39  0.97  -0.52  -0.186
C  3.41  0.25  0.09  -0.607
C  4.36  0.88  0.87  -0.156
C  4.33  2.26  1.02  -0.081
C  3.35  3.00  0.39  -0.078
C  2.39  2.36  -0.37  -0.038
H  1.64  2.94  -0.88  0.113
H  3.33  4.07  0.49  0.104
H  5.08  2.75  1.62  0.106
H  5.14  0.30  1.35  0.087
I  3.54  -1.85  -0.07  0.965
H  -0.05  1.51  -0.54  0.135
H  -0.72  -0.67  -2.36  0.117
H  -1.34  0.95  -2.76  0.123
H  -3.05  -0.27  -1.49  0.123
H  -2.44  1.12  -0.55  0.119
C  -2.34  -0.35  1.45  -0.254
C  -3.86  -0.44  1.56  -0.083
H  -4.34  0.26  0.87  0.063
H  -4.18  -0.19  2.57  0.070
H  -4.21  -1.44  1.33  0.065
H  -1.88  -1.00  2.19  0.115
H  -2.02  0.68  1.68  0.111
H  -2.43  -2.67  0.56  0.107
H  -2.11  -2.32  -1.14  0.116

Output
- Relative energy (zero: lowest compared OMol25 entry of this formula, charge and spin): 3.22 kcal per mole
- Orbital gap: 0.3300 Ha
- HOMO energy: -8.3 eV

---

Entry 11:
Molecular formula: C11H15N
Method: DFT, ωB97M-V with the def2-TZVPD basis set

Each line ends with the Löwdin charge.
Cartesian coordinates (Å):
C  1.35  1.39  -2.61  -0.065
C  1.36  -1.05  0.36  -0.225
C  1.17  0.29  -0.22  -0.126
C  1.41  0.23  -1.66  -0.248
C  1.63  -1.15  -1.87  -0.028
C  1.20  -1.41  1.71  -0.004
C  0.95  -0.23  2.51  -0.155
C  0.88  1.37  0.70  -0.022
C  0.87  1.03  2.08  -0.167
N  1.63  -1.93  -0.68  0.069
H  1.54  -2.89  -0.57  0.118
H  1.15  -2.48  2.06  0.121
H  1.74  -1.76  -2.73  0.098
H  1.10  -0.49  3.58  0.105
H  0.80  2.50  0.53  0.124
H  0.15  1.66  -2.62  0.136
H  1.72  1.08  -3.58  0.061
H  0.78  1.77  2.94  0.124
H  1.84  2.31  -2.18  0.084
C  -2.95  -0.64  -0.23  -0.175
C  -2.84  0.62  0.78  -0.159
H  -2.42  -0.29  -1.12  0.037
H  -2.55  -1.55  0.35  0.077
H  -4.09  -0.90  -0.46  0.084
H  -3.23  1.54  0.30  0.066
H  -1.75  0.59  1.01  0.038
H  -3.43  0.38  1.63  0.034

Output
- Relative energy (zero: lowest compared OMol25 entry of this formula, charge and spin): 50.61 kcal per mole
- Orbital gap: 0.3160 Ha
- HOMO energy: -7.7 eV

---

Entry 12:
Molecular formula: C5H13NO
Method: DFT, ωB97M-V with the def2-TZVPD basis set

Each line ends with the Löwdin charge.
Cartesian coordinates (Å):
C  -0.95  -0.83  0.76  -0.138
C  -1.06  -2.39  0.61  -0.258
O  -1.07  -2.74  -0.76  -0.070
C  0.36  -0.36  0.01  -0.223
N  0.23  1.03  -0.41  -0.309
C  0.91  1.61  -1.55  -0.117
C  0.28  1.95  0.72  -0.104
H  -0.60  -0.52  1.78  0.109
H  -1.79  -0.29  0.38  0.105
H  -2.08  -2.63  1.02  0.124
H  -0.29  -2.90  1.21  0.113
H  -0.26  -2.47  -1.16  0.050
H  1.26  -0.45  0.67  0.125
H  0.71  -1.01  -0.77  0.088
H  1.06  0.94  -2.41  0.081
H  0.28  2.45  -1.94  0.085
H  1.90  2.08  -1.17  0.095
H  -0.34  1.56  1.51  0.065
H  1.37  1.97  1.07  0.098
H  0.09  2.99  0.43  0.081

Output
- Relative energy (zero: lowest compared OMol25 entry of this formula, charge and spin): 51.02 kcal per mole
- Orbital gap: 0.3341 Ha
- HOMO energy: -8.1 eV